# 1
Entry from OMol25: a cluster of 2 separate species, C6H12O2 in total (ωB97M-V with the def2-TZVPD basis set).

Structure (XYZ):
```
20
Properties=species:S:1:pos:R:3:mulliken_charge:R:1
C 0.9115 -2.4480 0.9818 -0.76
C 0.1361 -1.3727 0.8897 0.48
C 0.5754 0.0148 1.2853 -0.51
C -0.1397 1.0741 0.4126 -0.64
C 0.2352 1.1379 -1.0764 -0.38
C 1.1239 2.3085 -1.4170 -0.16
O 2.0833 2.2043 -2.1409 -0.48
H 1.8429 -2.3609 1.5261 0.28
H 0.6753 -3.3531 0.4380 0.27
H -0.8676 -1.4215 0.4744 -0.31
H 1.6422 0.2068 1.1783 0.30
H 0.2362 0.2491 2.2980 0.32
H -1.1877 0.7765 0.3371 0.10
H -0.0962 2.0117 0.9655 0.45
H -0.6481 1.2833 -1.6648 0.36
H 0.6477 0.2367 -1.5291 0.34
H 0.8179 3.3148 -1.0774 0.35
O -2.6932 -1.4902 -0.9601 -0.66
H -2.6201 -0.5327 -0.8508 0.31
H -2.6752 -1.8395 -0.0703 0.33
```

Values from the calculation:
* relative energy (zero: lowest compared OMol25 entry of this formula, charge and spin): 2.3468 eV
* LUMO: 0.60 eV
* Kohn-Sham gap: 10.39 eV
* 2S+1: 1
* electronic energy: -10509.9602 eV

=====

# 2
Entry from OMol25: a structure of composition C15H15N8O7PPt (ωB97M-V with the def2-TZVPD basis set).

Structure (XYZ):
```
47
Properties=species:S:1:pos:R:3:mulliken_charge:R:1
Pt -0.2469 0.0976 -0.7448 0.37
O 0.8535 -3.8292 -0.8410 -0.69
C 0.6358 -2.7040 -1.2384 0.83
O 0.2520 -1.7789 -0.3804 -0.70
C 0.8388 -2.3618 -2.6900 -0.08
C 1.3580 -3.3938 -3.4616 -0.71
C 1.5855 -3.2308 -4.8107 -0.30
C 1.3122 -2.0284 -5.4439 -0.55
C 0.8289 -1.0026 -4.6789 0.18
C 0.5414 -1.1148 -3.2942 0.87
O -0.0209 -0.0958 -2.7195 -0.79
N 0.6008 0.2818 -5.3546 0.92
O 1.0809 1.2744 -4.8538 -0.53
O -0.0194 0.2524 -6.4009 -0.58
N 2.1257 -4.3393 -5.5953 1.04
O 2.3106 -4.1503 -6.7833 -0.64
O 2.3678 -5.3804 -5.0173 -0.62
H 1.5706 -4.3371 -2.9809 0.61
H 1.4802 -1.9010 -6.5030 0.55
N -0.7847 2.0454 -0.8601 -0.60
C -1.0626 3.0473 -0.3345 0.91
N -1.3647 4.0047 0.4625 -0.52
C -1.1784 5.2928 0.1905 0.37
N -1.0627 6.4344 0.0613 -0.52
C -1.2209 2.2308 3.8371 -0.75
N 0.2563 1.8704 3.5838 0.00
C 0.5765 0.5702 4.3374 -0.78
N -0.3158 -0.4692 3.9686 0.14
C -1.6957 -0.0622 4.2321 -0.87
N -2.0698 1.1449 3.4997 0.11
C -2.1420 0.9160 2.0490 -0.70
P -0.5155 0.3711 1.3923 0.63
C 0.5249 1.7160 2.1168 -0.77
C -0.1197 -0.9554 2.5897 -0.90
H -1.4362 3.1106 3.2303 0.48
H -1.2894 2.4650 4.8999 0.34
H 0.8396 2.6227 3.9526 0.34
H 0.4762 0.8071 5.3972 0.35
H 1.6096 0.3161 4.1039 0.39
H -1.8045 0.1285 5.3013 0.30
H -2.3656 -0.8723 3.9509 0.37
H -2.4544 1.8322 1.5450 0.42
H -2.8879 0.1489 1.8370 0.40
H 0.3035 2.6649 1.6263 0.46
H 1.5793 1.4753 1.9780 0.39
H 0.9066 -1.2943 2.4412 0.42
H -0.7574 -1.8195 2.4029 0.42
```

Values from the calculation:
* relative energy (zero: lowest compared OMol25 entry of this formula, charge and spin): 0.0000 eV
* LUMO: -1.26 eV
* Kohn-Sham gap: 7.25 eV
* 2S+1: 1
* electronic energy: -54580.7637 eV

=====

# 3
Entry from OMol25: a cluster of 2 separate species, C17H19N in total (ωB97M-V with the def2-TZVPD basis set).

Structure (XYZ):
```
37
Properties=species:S:1:pos:R:3:mulliken_charge:R:1
C 0.9439 3.2248 0.8002 -1.37
C 0.6871 3.2442 -0.6606 0.44
C 1.2188 4.1014 -1.5627 -0.63
N 0.8508 3.7515 -2.8556 -0.14
C -0.0099 2.6682 -2.7711 -0.31
C -0.6023 1.9185 -3.7850 -0.69
C -1.1825 0.7115 -3.4348 -0.47
C -1.1166 0.2415 -2.1073 -0.57
C -0.7564 1.1134 -1.0947 -0.04
C -0.0678 2.2934 -1.4297 1.04
H 0.1700 2.6660 1.3300 0.33
H 1.0104 4.2100 1.2667 0.37
H 1.8658 2.6888 1.0587 0.27
H 1.8778 4.9482 -1.4528 0.42
H 0.7905 4.4439 -3.5890 0.27
H -0.5146 2.1612 -4.8322 0.34
H -1.7011 0.1346 -4.1903 0.37
H -1.5510 -0.6849 -1.7563 0.38
H -0.7104 0.6909 -0.0917 0.02
C 1.3789 -4.5291 1.5021 -1.11
C 1.3003 -3.1474 0.8754 -0.99
C 0.1956 -2.3140 1.4969 0.74
C 0.4136 -1.3692 2.4933 -0.46
C -0.6792 -0.6717 2.9987 -0.41
C -1.9666 -0.9103 2.5683 -0.58
C -2.1838 -1.7955 1.5103 -0.45
C -1.1062 -2.5151 1.0208 -0.47
H 0.4030 -4.9392 1.7454 0.34
H 2.0277 -4.5789 2.3753 0.31
H 1.8916 -5.2350 0.8347 0.34
H 2.2466 -2.6208 0.9828 0.41
H 1.1748 -3.2088 -0.2014 0.37
H 1.4249 -1.1305 2.7936 0.39
H -0.5110 0.0807 3.7536 0.40
H -2.7817 -0.3245 2.9628 0.36
H -3.1773 -1.9792 1.1240 0.41
H -1.2538 -3.3390 0.3215 0.37
```

Values from the calculation:
* relative energy (zero: lowest compared OMol25 entry of this formula, charge and spin): 0.5422 eV
* LUMO: 0.92 eV
* Kohn-Sham gap: 8.68 eV
* 2S+1: 1
* electronic energy: -19427.3608 eV

=====

| no. | largest force on an atom (eV/A) |
| --- | --- |
| 1 | 1.34 |
| 2 | 0.27 |
| 3 | 1.92 |